(1)
A molecular structure, C5H9GaO3 in a non-equilibrium geometry. Source: the OMol25 dataset; level of theory: ωB97M-V/def2-TZVPD.

Structure (XYZ):
```
18
Properties=species:S:1:pos:R:3:forces:R:3:mulliken_charge:R:1
O 1.130 1.820 -0.673 0.671 1.080 -0.103 -0.34
C 0.565 0.803 -0.254 -2.920 -6.581 -3.680 0.52
O -0.670 0.627 -0.642 0.323 1.868 0.568 -0.27
C -1.657 -0.025 0.191 -0.296 -0.822 0.565 -0.20
C 1.333 -0.589 0.349 -1.306 3.647 -1.209 0.50
H 0.667 -1.259 0.920 0.099 0.566 -0.384 0.47
C 2.352 -1.329 -0.498 -0.282 0.028 -0.321 -1.35
H 1.945 -2.276 -0.881 0.016 0.266 0.274 0.36
H 2.626 -0.758 -1.396 0.185 0.042 0.334 0.33
H 3.240 -1.562 0.111 -0.281 0.162 -0.141 0.35
C -2.969 0.693 0.005 -0.286 0.122 0.033 -1.25
H -1.317 0.026 1.234 -0.113 -0.041 -0.245 0.38
H -1.727 -1.078 -0.102 0.091 0.197 -0.088 0.36
H -2.975 1.652 0.539 -0.001 -0.216 -0.217 0.32
H -3.772 0.065 0.412 0.186 0.197 -0.089 0.37
H -3.173 0.871 -1.059 0.064 -0.099 0.298 0.32
Ga 2.589 1.895 0.533 0.886 0.243 0.259 0.46
O 1.813 0.424 1.211 2.966 -0.658 4.147 -0.34
```
Positions in Å, forces in eV/Å.

Calculated values
**HOMO-LUMO gap (spin up / spin down)**: 9.562 / 6.478 eV
**E**: -63839.53383 eV
**Spin multiplicity**: 2
**Net charge**: +1
**HOMO level (spin up / spin down)**: -14.124 / -14.059 eV
**<S²>**: 0.753


(2)
A molecular structure, C44H24AuI6N4 in a non-equilibrium geometry. Source: the OMol25 dataset; level of theory: ωB97M-V/def2-TZVPD.

Structure (XYZ):
```
79
Properties=species:S:1:pos:R:3:forces:R:3:mulliken_charge:R:1
Au -0.099 0.023 0.057 0.808 0.333 -0.549 1.93
I -5.715 8.000 -0.470 -0.007 0.000 0.001 0.14
C -4.538 6.283 -0.402 -0.015 0.026 -0.018 -0.10
C -4.722 5.361 0.619 0.046 0.001 0.026 -0.69
C -3.916 4.233 0.675 -0.069 -0.040 -0.034 -0.15
C -2.950 4.004 -0.299 -0.007 -0.023 0.028 -0.73
C -2.795 4.925 -1.331 0.050 0.070 0.027 -0.14
C -3.574 6.072 -1.377 0.004 -0.060 0.005 -0.73
C -2.062 2.809 -0.218 0.006 -0.034 0.023 1.81
C -1.111 2.776 0.795 0.014 0.051 -0.105 0.24
C -0.848 3.868 1.684 0.035 -0.023 0.009 -1.16
C 0.257 3.553 2.397 0.032 0.053 -0.081 -1.22
C 0.658 2.232 2.013 0.112 -0.026 -0.019 0.29
C 1.676 1.495 2.605 -0.015 -0.063 -0.025 1.65
C 2.677 2.143 3.498 -0.084 -0.091 0.091 -0.36
C 4.027 1.976 3.188 -0.007 0.143 -0.022 -0.12
C 5.017 2.540 3.977 -0.073 -0.049 -0.024 -0.76
C 4.659 3.263 5.106 0.069 -0.028 0.001 -0.11
I 6.140 4.079 6.319 -0.007 0.020 0.002 0.14
C 3.322 3.424 5.441 -0.038 0.033 -0.003 -0.74
C 2.338 2.870 4.637 -0.024 -0.110 0.072 -0.50
C 1.835 0.127 2.379 -0.043 0.101 0.033 -0.06
N 1.278 -0.612 1.371 -0.009 -0.040 0.120 -0.71
C 1.714 -1.905 1.519 -0.008 -0.085 -0.045 0.31
C 1.556 -2.930 0.595 0.072 0.085 -0.062 1.79
C 2.310 -4.195 0.820 -0.103 0.036 0.211 -0.68
C 3.702 -4.173 0.858 -0.002 -0.069 -0.101 -0.19
C 4.422 -5.335 1.090 -0.052 0.054 -0.004 -0.75
C 3.743 -6.525 1.314 0.058 -0.014 0.013 -0.14
I 4.818 -8.273 1.665 -0.005 -0.005 0.015 0.14
C 2.356 -6.558 1.305 -0.047 0.001 -0.033 -0.65
C 1.645 -5.396 1.045 0.000 0.015 0.034 -0.07
C 0.833 -2.787 -0.582 0.135 0.013 0.040 0.13
C 0.789 -3.764 -1.626 -0.050 0.020 -0.023 -1.11
C 0.002 -3.269 -2.610 0.030 -0.028 0.032 -1.26
C -0.461 -1.983 -2.184 -0.014 0.087 -0.051 0.54
N 0.084 -1.701 -0.956 -0.155 -0.162 -0.005 -1.01
C -1.346 -1.184 -2.899 -0.072 -0.038 0.057 1.85
C -1.804 0.045 -2.445 -0.069 -0.101 -0.007 0.23
C -2.852 0.797 -3.071 0.029 -0.020 0.038 -1.13
C -3.080 1.887 -2.305 0.007 -0.019 0.015 -1.32
C -2.164 1.836 -1.204 -0.033 0.048 0.051 0.49
N -1.405 0.699 -1.309 -0.075 0.033 -0.064 -0.75
C -1.889 -1.711 -4.183 0.037 0.007 0.043 -0.71
C -2.674 -2.860 -4.194 -0.067 0.032 -0.034 -0.19
C -3.155 -3.376 -5.387 0.051 -0.014 0.018 -0.69
C -2.821 -2.755 -6.584 -0.009 -0.013 -0.025 -0.13
I -3.450 -3.584 -8.387 -0.033 0.019 -0.001 0.14
C -2.054 -1.599 -6.588 -0.006 0.029 0.035 -0.70
C -1.607 -1.071 -5.386 0.083 -0.062 -0.031 -0.23
C 2.486 -1.996 2.721 -0.010 0.056 -0.003 -1.19
C 2.585 -0.746 3.232 0.007 -0.068 -0.034 -1.02
N -0.188 1.787 1.025 -0.229 -0.006 0.219 -0.74
H -5.482 5.523 1.371 0.007 0.000 0.004 0.40
H -4.053 3.517 1.476 0.007 0.008 0.000 0.51
H -2.042 4.759 -2.092 0.012 0.005 0.017 0.51
H -3.420 6.797 -2.164 -0.032 -0.011 -0.016 0.40
H -1.429 4.773 1.731 0.037 0.020 -0.049 0.51
H 0.754 4.163 3.130 0.030 0.003 -0.035 0.68
H 4.303 1.412 2.306 0.026 0.013 0.001 0.51
H 6.057 2.406 3.715 0.002 0.020 0.014 0.40
H 3.046 3.969 6.333 -0.002 -0.002 -0.005 0.39
H 1.301 2.967 4.932 0.002 -0.006 -0.005 0.66
H 4.226 -3.241 0.683 0.014 -0.009 0.010 0.53
H 5.503 -5.308 1.099 -0.002 -0.019 -0.004 0.39
H 1.831 -7.481 1.508 0.002 -0.007 -0.040 0.40
H 0.561 -5.417 1.040 0.005 -0.002 0.009 0.44
H 1.318 -4.701 -1.610 0.001 0.008 0.009 0.58
H -0.239 -3.727 -3.554 -0.001 0.020 -0.004 0.59
H -3.363 0.493 -3.968 -0.005 0.032 -0.001 0.53
H -3.810 2.665 -2.454 -0.006 -0.014 -0.006 0.56
H -2.920 -3.350 -3.259 -0.001 0.004 -0.005 0.52
H -3.775 -4.262 -5.387 0.018 -0.008 0.003 0.40
H -1.795 -1.118 -7.521 -0.021 0.012 0.002 0.40
H -1.004 -0.170 -5.388 0.015 -0.013 0.001 0.52
H 2.887 -2.911 3.122 0.045 0.014 -0.023 0.66
H 3.080 -0.440 4.138 0.028 0.023 -0.026 0.61
I -2.579 -0.795 1.986 -0.415 -1.321 -0.201 0.09
I -2.603 -3.338 0.868 -0.008 1.155 0.489 -0.04
```
Positions in Å, forces in eV/Å.

Calculated values
**HOMO-LUMO gap**: 5.369 eV
**E**: -104269.67591 eV
**Net charge**: +1
**HOMO level**: -10.098 eV


(3)
A molecular structure, C2H6FN3O in a non-equilibrium geometry. Source: the OMol25 dataset; level of theory: ωB97M-V/def2-TZVPD.

Structure (XYZ):
```
13
Properties=species:S:1:pos:R:3:forces:R:3:mulliken_charge:R:1
C -0.189 -0.213 0.089 -1.196 2.348 -5.651 0.47
C 0.356 -0.301 1.458 -0.632 0.238 2.789 -0.10
H -2.504 1.851 0.045 0.344 -0.913 0.109 0.25
H -3.014 0.335 0.521 1.395 1.147 -0.228 0.23
H -0.012 -1.257 1.922 0.706 0.710 -0.313 0.20
H 0.079 0.532 2.199 0.097 -1.043 -1.586 0.27
H 1.799 -0.629 -0.408 -2.758 0.427 -1.850 0.32
H 0.060 0.990 -2.184 2.228 -4.751 1.068 0.37
N -2.155 0.962 0.446 -1.308 -0.892 -0.156 -0.59
N -1.276 0.340 -0.562 2.407 -0.846 3.858 -0.47
N 0.781 -0.612 -0.838 1.090 0.787 0.505 -0.16
O 0.642 -0.105 -2.168 -1.390 3.035 1.026 -0.47
F 1.779 -0.304 1.406 -0.984 -0.247 0.430 -0.32
```
Positions in Å, forces in eV/Å.

Calculated values
**HOMO-LUMO gap**: 9.604 eV
**E**: -11401.55247 eV
**HOMO level**: -8.693 eV


The calculation returns the following ΔE to the lowest compared entry with this formula, charge and spin values, one per record and in order: 0.0, 0.0, 52.5 kcal per mole.